A | Formula: C16H21N3O3S2
Source: OMol25
Level of theory: wB97M-V/def2-TZVPD

CARTESIAN COORDINATES (ANGSTROEM)
C  -2.29623  -0.80165  -2.55009
C  -3.27433  -0.15500  -1.57516
H  -2.97997  0.87980  -1.39987
H  -4.27290  -0.16130  -2.01450
C  -3.33680  -0.88025  -0.21848
C  -1.95962  -1.00541  0.32682
N  -1.31355  -0.07464  0.92207
N  -0.07408  -0.39176  1.27098
C  0.26439  -1.58842  0.92725
N  1.48807  -2.16810  1.12576
C  2.72789  -1.57112  1.09840
O  3.72183  -2.23181  1.26711
C  2.72580  -0.10595  0.80103
H  1.93212  0.42197  1.32066
H  3.71385  0.31204  0.96201
S  2.38100  0.06296  -1.00159
O  3.52605  -0.40002  -1.72835
O  1.12260  -0.56215  -1.30983
C  2.23940  1.87625  -1.25102
C  1.14157  2.40759  -0.40645
C  1.40750  2.91668  0.86110
C  0.37763  3.36183  1.66946
C  -0.92921  3.30855  1.21814
C  -1.20047  2.81142  -0.04432
C  -0.17403  2.35739  -0.85167
H  -0.38634  1.95515  -1.83063
H  -2.21902  2.78278  -0.40014
H  -1.73398  3.65464  1.84843
H  0.59725  3.75085  2.65239
H  2.42889  2.97546  1.21075
H  2.05204  1.98907  -2.31618
H  3.21899  2.27013  -0.99642
H  1.51300  -3.18122  1.13571
S  -1.02328  -2.48359  0.14719
H  -3.73448  -1.88796  -0.38026
C  -4.21973  -0.14174  0.79832
C  -5.68600  -0.08278  0.38900
H  -5.82479  0.52961  -0.49760
H  -6.27730  0.34906  1.19276
H  -6.06687  -1.08101  0.18374
H  -4.13963  -0.65811  1.75738
H  -3.82365  0.86470  0.93589
H  -2.51973  -1.85986  -2.67332
H  -2.37208  -0.32312  -3.52409
H  -1.26853  -0.70503  -2.20497

Output
SMILES: CCC(CC)c1nnc(NC(=O)CS(=O)(=O)Cc2ccccc2)s1
Gap between HOMO and LUMO: 9.58 eV

***

B | Formula: C16H21N3O3S2
Source: OMol25
Level of theory: wB97M-V/def2-TZVPD

CARTESIAN COORDINATES (ANGSTROEM)
O  -4.23431  -2.04165  -0.44552
C  -3.64097  -1.05803  -0.05182
N  -2.31475  -1.03916  0.18175
H  -1.85325  -0.20350  0.51010
C  -1.46879  -2.20129  0.05451
C  -0.72689  -2.48895  1.36250
C  0.29694  -1.40268  1.70361
H  0.89066  -1.71186  2.57378
O  -0.28537  -0.13582  1.94248
H  -0.80295  -0.18848  2.75447
H  0.97721  -1.25680  0.86275
H  -0.19923  -3.43852  1.27044
H  -1.45267  -2.57858  2.17501
H  -2.11948  -3.03810  -0.21051
H  -0.74426  -2.04408  -0.75259
C  -4.33882  0.27144  0.20564
C  -4.46806  1.08668  -1.08388
C  -3.13595  1.59619  -1.61075
H  -3.27766  2.16060  -2.53204
H  -2.41681  0.79541  -1.77606
S  -2.33379  2.73303  -0.41834
C  -0.70207  2.10883  -0.37652
N  -0.36201  1.12340  -1.14102
C  0.91583  0.71368  -1.03432
C  1.86714  1.26360  -0.17790
C  3.10343  0.58582  -0.28830
C  3.07350  -0.42644  -1.19381
S  1.53727  -0.61179  -1.97222
C  4.37810  -1.12918  -1.33531
H  4.28066  -2.21506  -1.31599
H  4.86063  -0.85443  -2.27756
C  5.16048  -0.58640  -0.11640
H  6.20781  -0.41497  -0.35608
H  5.11520  -1.31655  0.69194
C  4.45402  0.71424  0.33085
H  4.40082  0.81301  1.41408
H  4.95760  1.60237  -0.05765
C  1.48585  2.35895  0.68000
O  2.16690  2.94885  1.48723
N  0.14426  2.72791  0.48408
H  -0.20115  3.48410  1.06331
H  -5.13297  1.93464  -0.90383
H  -4.91914  0.45927  -1.85587
H  -5.33966  0.04829  0.57720
H  -3.80332  0.85203  0.95858

Output
SMILES: O=C(CCCSc1nc2sc3c(c2c(=O)[nH]1)CCC3)NCCCO
Gap between HOMO and LUMO: 8.40 eV

***

It is A that is the least stable of them.

***

A | Formula: CH3NOS2
Source: OMol25
Level of theory: wB97M-V/def2-TZVPD

CARTESIAN COORDINATES (ANGSTROEM)
C  -1.50870  0.42617  -0.49796
N  -0.42485  0.71083  0.53415
O  0.70366  -1.63320  -0.08291
S  2.62218  0.35519  -0.39224
S  0.96920  -0.29318  0.40603
H  -2.33965  1.04466  -0.58081
H  -1.26496  -0.24805  -1.26596
H  1.24312  -0.36243  1.87970

Output
SMILES: C=N[S@@H](=O)=S
Gap between HOMO and LUMO: 7.60 eV

***

B | Formula: CH3NOS2
Source: OMol25
Level of theory: wB97M-V/def2-TZVPD

CARTESIAN COORDINATES (ANGSTROEM)
C  -0.82357  -1.22725  -0.19524
N  1.03726  0.67535  -1.01224
O  0.88485  2.06869  1.45570
S  0.55678  0.04036  0.26552
S  1.59435  2.77651  0.36171
H  -1.82146  -0.83780  -0.01427
H  -0.74008  -2.05526  0.35216
H  -0.68813  -1.44060  -1.21334

Output
Gap between HOMO and LUMO (alpha / beta): 7.39 / 6.89 eV

***

It is B that is the least stable of them.

***

A | Formula: C3H5IO2
Source: OMol25
Level of theory: wB97M-V/def2-TZVPD

CARTESIAN COORDINATES (ANGSTROEM)
C  -1.44576  -0.68296  -1.00439
C  -1.07552  -0.08117  0.11090
C  0.39190  0.47337  0.21122
O  0.75993  1.06032  1.46610
O  1.33641  -0.55694  0.01331
I  3.12732  0.03745  -0.40059
H  -2.45598  -1.15617  -1.12375
H  -0.78561  -0.54162  -1.85829
H  -1.60408  -0.14201  1.18808
H  0.52383  1.16856  -0.59942
H  1.22756  0.42117  1.99682

Output
Gap between HOMO and LUMO: 8.93 eV

***

B | Formula: C3H5IO2
Source: OMol25
Level of theory: wB97M-V/def2-TZVPD

CARTESIAN COORDINATES (ANGSTROEM)
C  1.31523  1.90067  0.06542
C  -1.59173  -0.96542  0.16994
C  0.58897  -0.17272  -0.13310
O  0.58058  2.73575  0.40422
O  -0.50398  -0.40636  0.69027
I  2.33915  -1.33589  0.28576
H  2.37623  1.98631  -0.24762
H  -2.31369  -0.88275  0.92291
H  -1.53162  -2.01635  -0.25952
H  -1.85981  -0.45027  -0.73279
H  0.60067  -0.39295  -1.16550

Output
Gap between HOMO and LUMO: 8.90 eV

***

It is B that is the least stable of them.

***

A | Formula: C4H5ClS2
Source: OMol25
Level of theory: wB97M-V/def2-TZVPD

CARTESIAN COORDINATES (ANGSTROEM)
C  -0.10258  -0.68900  1.29807
C  -0.33031  0.05764  -0.00170
C  -1.16611  1.12429  0.21710
C  0.43971  -0.34747  -1.22014
H  0.89327  -0.52995  1.90199
H  -0.22249  -1.83902  1.05981
H  -0.83425  -0.23328  2.01442
H  -1.67240  0.98352  1.23916
H  2.74068  -0.02826  -2.30071
S  1.60254  0.89411  -1.57817
S  0.16926  -1.86693  -1.72518
Cl  -1.51731  2.47435  -0.90464

Output
SMILES: C/C(=C/Cl)C(=S)S
Gap between HOMO and LUMO: 8.24 eV

***

B | Formula: C4H5ClS2
Source: OMol25
Level of theory: wB97M-V/def2-TZVPD

CARTESIAN COORDINATES (ANGSTROEM)
C  -1.17603  -0.71354  0.41232
C  -0.36382  0.33974  -0.33089
C  -0.77536  1.57397  -0.30392
C  2.19069  -0.54627  -0.02535
H  -1.88666  -0.18734  1.03373
H  -0.51341  -1.31852  1.00873
H  -0.36447  2.38321  -0.90675
H  -1.57900  1.90543  0.35891
H  1.82266  -0.24600  0.95246
S  1.09229  -0.19561  -1.27753
S  3.63863  -1.18773  -0.26488
Cl  -2.08551  -1.80735  -0.65683

Output
SMILES: C=C(CCl)SC=S
Gap between HOMO and LUMO: 8.61 eV

***

It is A that is the least stable of them.

***

A | Formula: C4H8NO3S
Source: OMol25
Level of theory: wB97M-V/def2-TZVPD

CARTESIAN COORDINATES (ANGSTROEM)
C  -1.61984  -1.64598  -1.09264
C  0.55171  -0.37826  -1.43987
C  -1.17449  0.35893  0.19054
C  -0.90358  -0.32703  -1.15242
N  -2.27559  -2.58141  -1.17407
O  2.59608  0.58792  3.13522
O  1.22564  1.72039  1.12992
O  1.23911  -0.87379  1.78653
S  2.22702  0.21967  1.72164
H  0.86018  -0.77345  -2.36258
H  1.12090  -0.72159  -0.50968
H  0.81258  0.80381  -1.41147
H  -0.70519  -0.18355  0.94498
H  -2.30431  0.55557  0.31669
H  -0.59126  1.39496  0.22334
H  -1.49018  0.23893  -1.94869
H  0.43122  1.60488  1.64256

Output
Net charge: -1
Gap between HOMO and LUMO: 8.44 eV

***

B | Formula: C4H8NO3S
Source: OMol25
Level of theory: wB97M-V/def2-TZVPD

CARTESIAN COORDINATES (ANGSTROEM)
C  -0.52758  -1.55815  0.56539
C  -0.18598  0.73004  1.63382
C  -0.18571  0.51051  -1.00577
C  0.16664  -0.15493  0.36645
N  0.04178  -2.49361  -0.20332
O  2.34003  -1.33524  -0.66678
O  -1.42612  -1.82629  1.33601
O  2.46636  1.08006  0.12323
S  2.11380  -0.35309  0.45320
H  0.67544  1.24115  1.92504
H  -0.65941  0.36418  2.52008
H  -0.80048  1.53770  1.18259
H  -1.28089  0.26867  -1.33931
H  0.43268  0.11374  -1.67394
H  -0.01406  1.56260  -0.91541
H  1.05717  -2.22984  -0.59806
H  -0.37562  -3.36424  -0.27028

Output
Net charge: -1
Gap between HOMO and LUMO: 7.68 eV

***

C | Formula: C4H8NO3S
Source: OMol25
Level of theory: wB97M-V/def2-TZVPD

CARTESIAN COORDINATES (ANGSTROEM)
C  0.77736  -0.22827  0.99100
C  -1.31313  -0.99592  -0.15637
C  -1.07885  1.45639  0.42989
C  -0.70848  -0.01105  0.89757
N  1.34802  -0.66148  1.99790
O  3.24002  -0.02357  -1.42404
O  1.27997  -1.27646  -2.37533
O  1.20430  1.18539  -2.13644
S  1.78133  -0.11795  -1.60128
H  -0.76601  -0.91920  -1.06609
H  -2.29372  -0.79310  -0.53034
H  -1.29519  -1.89667  0.37279
H  -0.62497  2.18844  1.19272
H  -2.05863  1.44482  0.28595
H  -0.44251  1.52065  -0.45087
H  -1.34021  -0.00323  1.79133
H  2.29069  -0.86879  1.78163

Output
Net charge: -1
Gap between HOMO and LUMO (alpha / beta): 7.41 / 7.84 eV

***

It is C that is the least stable of them.

***

A | Formula: C4H12IN2
Source: OMol25
Level of theory: wB97M-V/def2-TZVPD

CARTESIAN COORDINATES (ANGSTROEM)
C  0.45487  1.60320  -0.71591
C  -0.41810  -0.24579  1.73602
C  0.24737  0.07048  -0.76470
C  -0.72456  -0.49210  0.27097
N  -1.99998  -0.43723  0.12125
N  1.58558  -0.51431  -0.75482
I  0.01477  -3.04386  0.18256
H  0.86115  1.96092  0.22515
H  -0.53168  2.14371  -0.74250
H  1.04679  1.96470  -1.56154
H  -1.14604  -0.73315  2.30190
H  -0.47041  0.89293  1.90162
H  0.55821  -0.58781  1.99082
H  -0.17556  -0.09239  -1.72831
H  -2.52254  -0.48945  -0.79346
H  -2.71293  -0.34042  0.78806
H  2.14874  -0.04314  -1.54447
H  1.54732  -1.50760  -0.88451
H  2.23702  -0.10871  -0.02814

Output
Net charge: +1
SMILES: C[C@@H]([NH3+])[C@@](C)(N)I
Gap between HOMO and LUMO: 8.48 eV

***

B | Formula: C4H12IN2
Source: OMol25
Level of theory: wB97M-V/def2-TZVPD

CARTESIAN COORDINATES (ANGSTROEM)
C  2.02296  1.06810  1.41056
C  -1.01859  1.25100  -1.03201
C  1.75245  0.68754  -0.09761
C  0.67504  -0.36556  -0.20754
N  -2.23359  -1.99434  -0.15621
N  -0.51830  -0.11018  -0.65705
I  1.10770  -2.14148  0.71730
H  1.36118  1.76506  1.86785
H  1.92456  0.14566  1.89681
H  3.01418  1.51322  1.62243
H  -1.60384  1.64867  -0.22290
H  -0.17221  1.75620  -1.39097
H  -1.81066  0.98518  -1.88726
H  1.60669  1.58728  -0.84825
H  2.63470  0.09132  -0.15914
H  -1.88834  -2.94467  -0.00087
H  -2.82445  -1.86799  0.71766
H  -2.98437  -2.05478  -0.89274
H  -1.04511  -1.02027  -0.68007

Output
Net charge: +1
Gap between HOMO and LUMO: 10.10 eV

***

It is B that is the least stable of them.